Entry 1:
6
Properties=species:S:1:pos:R:3:forces:R:3:mulliken_charge:R:1 method="wB97M-V/def2-TZVPD" lumo_ha=-0.0130 max_force_ev_per_a=0.3 orbital_gap_ev=8.53 smiles="C=S.Cl" total_energy_ev=-24442.2997
C -1.28230 0.50304 -0.17120 -0.04 -0.12 0.00 -0.294
H 2.61084 -1.03404 0.94090 -0.02 0.03 -0.09 0.242
H -0.37439 0.87577 -0.64833 -0.10 -0.07 0.07 0.226
H -1.89798 1.25209 0.33195 0.08 -0.13 -0.07 0.245
S -1.68731 -1.04939 -0.20827 0.08 0.31 0.02 -0.176
Cl 2.63114 -0.54747 -0.24505 0.00 -0.02 0.08 -0.243

Entry 2:
30
Properties=species:S:1:pos:R:3:forces:R:3:mulliken_charge:R:1 method="wB97M-V/def2-TZVPD" lumo_ha=0.0413 max_force_ev_per_a=2.5 orbital_gap_ev=10.63 smiles=CCOCC.CCOCC total_energy_ev=-12713.9120
O -4.02430 -1.13034 -3.64868 -0.23 0.71 0.52 -0.279
C -2.84375 0.01434 -1.97378 0.45 -0.13 -0.55 -1.086
C -5.54244 -1.61862 -5.33246 -0.09 0.61 -1.12 -1.091
C -2.77273 -1.15710 -2.98413 -0.27 0.52 -0.44 -0.265
C -4.22737 -2.01067 -4.72820 -0.04 -1.45 2.02 -0.257
H -1.87832 0.18184 -1.46731 -0.34 -0.13 -0.21 0.364
H -3.62197 -0.13614 -1.20675 0.30 -0.13 -0.43 0.280
H -3.09538 0.91528 -2.55825 0.09 -0.27 0.38 0.274
H -5.83672 -2.28744 -6.15870 0.15 0.23 0.31 0.362
H -5.42510 -0.59706 -5.73152 -0.34 -0.31 0.04 0.279
H -6.34948 -1.61209 -4.58063 0.52 -0.05 -0.22 0.267
H -2.06000 -1.01046 -3.81837 0.47 0.18 0.76 0.296
H -2.53033 -2.12274 -2.50016 -0.36 0.20 -0.12 0.281
H -3.30808 -2.10887 -5.33706 -0.62 0.33 -0.29 0.349
H -4.39579 -2.97680 -4.21472 0.34 -0.31 -0.65 0.226
O 3.75459 1.11642 3.46122 0.18 0.13 -0.72 -0.276
C 4.29151 -1.20233 3.41739 -0.42 -0.21 0.89 -1.100
C 3.28536 3.42853 3.17552 -0.88 0.57 -0.75 -1.104
C 4.26744 0.07995 4.26255 0.09 0.25 -0.34 -0.202
C 3.62172 2.32735 4.13143 0.48 0.90 0.70 -0.258
H 3.27125 -1.48002 3.10344 0.42 0.10 0.11 0.295
H 4.68563 -1.99578 4.07443 -0.15 0.07 -0.41 0.363
H 4.93045 -1.13852 2.52057 -0.22 0.29 0.50 0.272
H 3.56509 4.40899 3.59629 -0.18 -0.38 -0.15 0.333
H 2.19102 3.40315 3.03993 0.40 0.31 -0.33 0.261
H 3.76481 3.31969 2.18815 -0.07 -0.06 0.49 0.303
H 3.62138 0.11933 5.16060 0.34 -1.03 -0.08 0.293
H 5.30235 0.30852 4.58217 -0.26 0.08 -0.02 0.257
H 2.80944 2.31500 4.88342 0.35 -0.40 0.05 0.288
H 4.54972 2.64663 4.64362 -0.05 -0.64 0.05 0.276

Entry 3:
16
Properties=species:S:1:pos:R:3:forces:R:3:mulliken_charge:R:1 method="wB97M-V/def2-TZVPD" lumo_ha=0.0261 max_force_ev_per_a=5.1 orbital_gap_ev=10.06 smiles="[H]/N=C(/C)C(N)(N)O" total_energy_ev=-9771.9754
C 0.66104 0.27059 0.12784 -1.15 -1.62 -0.37 0.569
N 1.31580 -0.57146 -0.81251 -0.19 -0.63 -0.53 -0.598
N 0.73554 -0.34286 1.41095 -0.40 -0.16 0.47 -0.594
O 1.39392 1.49408 0.14985 -0.58 0.88 -0.15 -0.539
H 0.91232 2.31875 0.01178 -0.19 0.08 0.03 0.325
H -0.57329 1.62826 -0.20725 -4.22 2.66 -1.11 0.454
H 1.37088 -0.11550 -1.71543 0.08 0.00 0.07 0.244
H 2.26039 -0.78947 -0.50705 -0.09 0.04 -0.05 0.260
H 1.70195 -0.39698 1.72270 -0.06 0.02 -0.04 0.280
H 0.23088 0.21838 2.08830 0.08 -0.05 0.03 0.258
C -1.69208 -1.09408 -0.36289 -0.06 0.02 -0.16 -1.185
C -1.12863 0.29010 -0.30839 2.11 -2.08 0.65 0.232
N -1.70118 1.39520 -0.47234 4.54 0.78 1.03 -0.678
H -1.08967 -1.71838 -1.02340 0.01 0.01 0.12 0.322
H -1.68011 -1.53665 0.63428 0.06 -0.01 -0.08 0.299
H -2.71778 -1.04997 -0.73644 0.07 0.07 0.07 0.353

Entry 4:
48
Properties=species:S:1:pos:R:3:forces:R:3:mulliken_charge:R:1 method="wB97M-V/def2-TZVPD" lumo_ha=0.0097 max_force_ev_per_a=17.3 orbital_gap_ev=8.14 total_energy_ev=-33722.7633
C -2.05313 0.60048 2.09027 1.14 1.59 0.73 -1.017
H -2.85755 1.18083 1.55887 0.65 -0.69 0.63 0.319
H -1.54223 -0.07454 1.34189 -1.05 -0.02 1.41 0.214
C -0.91145 1.71520 2.46225 -2.94 -6.07 8.44 -0.761
H -0.01369 1.33796 3.17587 -1.97 0.26 -1.89 0.317
H -1.41500 2.38388 3.17531 0.15 0.39 -0.73 0.396
C -0.48487 2.25282 1.35676 8.79 9.01 -9.32 0.017
N 0.74399 1.54555 0.50395 -4.98 0.36 4.37 0.162
N 0.80176 0.23066 0.82625 -3.99 5.86 3.22 -0.380
C 1.51601 -0.49500 0.22814 5.47 -6.75 -4.36 0.496
C 2.47444 -0.16562 -0.94697 -9.95 12.35 6.95 -1.353
C 2.49562 1.19613 -1.14420 -1.29 0.01 1.66 -0.761
C 1.43124 2.28801 -0.31298 3.68 -8.11 -3.02 0.793
O 1.21755 3.30848 -0.80532 -0.76 5.57 -1.00 -0.549
H 3.09955 1.77601 -1.82555 0.28 -0.29 -0.26 0.407
H 3.03573 -0.78119 -1.22160 8.36 -9.23 -4.80 0.795
C 1.42830 -1.88207 0.74145 3.02 -5.07 -5.75 1.123
C 1.96192 -3.01075 -0.13898 1.64 11.94 -5.87 -0.521
C 2.08662 -4.20270 0.09664 -3.58 -8.20 7.69 -0.794
C 1.43425 -4.70925 1.44013 3.81 6.44 -2.63 0.858
C 1.09815 -3.61145 2.33715 -1.78 -13.46 3.27 -0.733
C 0.94166 -2.49967 1.81724 -1.79 13.75 -0.32 -0.073
H 0.60713 -1.59474 2.39647 -0.55 -1.31 0.73 0.204
H 0.47519 -3.98280 3.23327 1.41 1.31 -0.98 0.237
O 1.83254 -5.90109 1.68771 -3.11 -3.13 4.49 -0.379
C 1.04442 -6.28472 2.99210 6.63 -4.29 2.31 -0.901
H 1.54368 -5.81069 4.03532 -1.13 -1.11 -3.31 0.278
H 0.05501 -6.13807 2.99009 -3.58 1.34 -0.79 0.480
H 1.10941 -7.52745 3.13418 0.32 3.48 -0.65 0.250
H 2.32644 -5.05165 -0.38818 1.49 -2.04 -2.51 0.531
H 2.49973 -2.75121 -1.27008 -1.69 -0.23 3.06 -0.090
H 0.34215 3.27916 1.60032 -3.03 -2.39 -0.39 0.316
C -1.47852 2.88317 0.28421 0.34 3.74 9.14 0.079
O -2.09753 3.90635 0.77561 1.67 -2.97 -2.81 -0.705
N -1.76600 2.12288 -0.67154 0.99 -4.31 -8.15 0.145
H -1.14622 1.29057 -1.18731 -1.36 2.86 2.86 0.413
C -2.53067 2.66997 -1.75487 -10.01 -0.66 2.40 -1.103
C -2.20638 2.74561 -3.09966 9.87 3.45 -0.71 0.488
C -0.76777 3.41954 -3.33272 -3.88 -3.14 -0.75 -0.009
C -0.62826 3.25719 -4.78081 -4.41 0.71 4.28 -0.562
C -1.92604 2.86916 -5.19387 3.58 -0.93 1.46 -0.596
O -2.70941 2.23951 -4.23470 1.07 2.95 0.52 -0.351
H -2.05893 2.54026 -6.12302 -1.38 -1.18 -3.67 0.462
H 0.15646 3.82683 -5.12696 1.40 0.55 -2.16 0.432
H 0.02889 3.77129 -2.57138 -1.89 -0.61 -1.28 0.396
H -3.50796 1.97946 -1.94888 1.47 0.58 1.24 0.250
H -3.24780 3.57450 -1.30876 2.51 -1.71 -1.08 0.381
H -2.43839 0.28323 3.10690 0.37 -0.61 -1.64 0.398

Entry 5:
65
Properties=species:S:1:pos:R:3:forces:R:3:mulliken_charge:R:1 method="wB97M-V/def2-TZVPD" lumo_ha=0.0217 max_force_ev_per_a=0.3 orbital_gap_ev=9.14 smiles="COCCCCC(=O)N[C@H]1CC[C@@H](N(C)C(=O)c2cnc3n2CC[C@@H](C)C3)CC1" total_energy_ev=-35503.0882
C -3.79423 5.28840 -1.67475 0.00 0.00 0.01 -0.810
O -3.14474 4.38423 -2.53691 0.01 0.00 0.00 -0.170
C -3.39885 4.66985 -3.89936 0.00 -0.01 -0.01 -0.802
C -2.66718 3.65240 -4.74701 0.00 -0.01 0.00 -0.268
C -3.18033 2.23215 -4.53173 0.00 0.01 0.00 -0.770
C -2.33463 1.18200 -5.25264 0.02 0.03 0.00 -0.820
C -0.85896 1.21935 -4.88857 0.00 -0.04 0.04 0.443
O 0.02239 1.21822 -5.73030 -0.01 -0.01 -0.01 -0.662
N -0.58498 1.24030 -3.55754 -0.02 0.02 0.00 0.272
C 0.77415 1.41774 -3.05719 0.02 0.01 0.00 -0.086
C 0.72386 2.00165 -1.64744 0.01 0.00 0.00 -1.324
C 0.17810 1.00418 -0.62420 0.08 0.06 0.10 -0.458
C 1.00612 -0.28000 -0.64455 -0.09 -0.14 -0.22 -0.559
N 0.57575 -1.26077 0.35469 -0.03 0.20 0.24 0.164
C -0.78600 -1.76210 0.28660 0.03 -0.12 -0.10 -1.173
C 1.42109 -1.51867 1.39647 -0.03 0.02 -0.02 0.959
O 2.46445 -0.89347 1.56211 0.02 0.00 -0.01 -0.720
C 1.07351 -2.61034 2.32887 0.00 -0.04 0.00 -0.454
C 0.42519 -3.81210 2.18145 -0.01 0.00 0.01 -0.132
N 0.53469 -4.56821 3.30743 0.03 0.02 0.00 -0.861
C 1.24240 -3.83765 4.14644 -0.01 -0.02 -0.02 0.340
N 1.60301 -2.65093 3.60823 0.00 0.03 0.02 0.237
C 2.41572 -1.63871 4.28407 0.00 -0.01 0.00 -0.386
C 2.42008 -1.89314 5.78237 -0.01 0.02 0.01 -0.991
C 2.72556 -3.35288 6.10410 0.01 -0.01 -0.01 0.664
C 2.90451 -3.58217 7.59719 0.00 0.00 0.01 -1.708
C 1.59924 -4.21979 5.54430 0.00 0.00 0.00 -0.712
C 1.00170 -0.89091 -2.04562 0.00 -0.01 0.00 -0.409
C 1.54801 0.09872 -3.07013 0.00 0.00 -0.01 -1.170
H -3.54896 5.00532 -0.65330 0.00 0.00 0.00 0.213
H -3.45811 6.31689 -1.85052 0.00 0.00 0.00 0.315
H -4.88219 5.25074 -1.80460 0.00 0.00 0.00 0.315
H -4.48140 4.63000 -4.09098 0.00 0.00 0.00 0.410
H -3.05790 5.68607 -4.13626 0.00 0.00 0.00 0.423
H -2.76161 3.92873 -5.80057 -0.01 0.00 0.00 0.357
H -1.60317 3.70833 -4.50063 0.01 0.00 -0.01 0.213
H -3.22193 2.03029 -3.45813 0.00 -0.01 0.00 0.271
H -4.21290 2.15977 -4.88383 0.00 0.00 -0.01 0.432
H -2.71425 0.18025 -5.03484 0.00 -0.01 -0.01 0.314
H -2.37964 1.31911 -6.33273 0.00 0.01 0.00 0.316
H -1.35026 1.37149 -2.91821 0.00 0.01 0.00 0.153
H 1.27373 2.11984 -3.72825 -0.01 -0.01 -0.01 0.487
H 1.74079 2.28391 -1.36250 0.00 -0.01 0.00 0.503
H 0.12674 2.91728 -1.64625 0.00 0.00 0.00 0.402
H 0.20277 1.44329 0.37573 0.00 -0.01 0.00 0.274
H -0.87169 0.78544 -0.84414 0.00 0.01 0.00 0.177
H 2.03090 -0.02385 -0.37818 0.00 0.00 0.01 0.316
H -1.16200 -1.97850 1.28290 0.01 0.00 -0.01 0.626
H -1.42946 -1.00612 -0.15856 0.00 0.00 0.00 0.325
H -0.86788 -2.66662 -0.32108 0.01 0.00 -0.01 0.230
H -0.09203 -4.18215 1.31216 0.00 0.00 0.00 0.442
H 3.42610 -1.67647 3.87704 0.00 0.00 0.00 0.273
H 2.01615 -0.65634 4.04441 0.00 0.00 0.00 0.373
H 3.16025 -1.23420 6.24088 0.00 0.00 0.00 0.394
H 1.44660 -1.63041 6.21170 0.00 -0.01 0.00 0.328
H 3.65619 -3.62452 5.59117 0.00 0.01 0.00 0.228
H 2.00633 -3.27989 8.14176 0.00 0.00 0.00 0.358
H 3.08823 -4.63539 7.81566 0.00 0.00 0.00 0.409
H 3.74412 -3.00503 7.98743 0.00 0.00 0.00 0.402
H 0.71106 -4.11032 6.17683 0.00 0.00 0.00 0.217
H 1.86267 -5.27809 5.55722 -0.01 0.00 0.00 0.362
H 1.59959 -1.80479 -2.04551 0.00 0.00 0.01 0.287
H -0.01964 -1.17572 -2.32210 0.00 0.00 0.00 0.304
H 1.51626 -0.32191 -4.07540 0.00 0.01 0.00 0.476
H 2.59688 0.31625 -2.84475 0.00 0.00 0.01 0.442